{
  "formula": "C5H11N3Si",
  "method": "wB97M-V/def2-TZVPD",
  "species": ["C", "C", "C", "C", "C", "N", "N", "N", "Si", "H", "H", "H", "H", "H", "H", "H", "H", "H", "H", "H"],
  "coordinates": [[3.614515, -0.802089, -0.121261], [1.694291, 0.018296, 0.011578], [-0.550492, -0.876778, 1.710297], [-0.446231, -1.209516, -1.628851], [-0.942690, 1.773673, -0.095481], [2.321030, -1.094877, -0.313063], [3.839071, 0.471148, 0.200461], [2.534875, 1.026801, 0.243444], [-0.180680, 0.012119, -0.007996], [4.334802, -1.531606, -0.362703], [-1.589125, -1.139782, 1.897464], [-0.147500, -1.818901, 1.781996], [-0.069330, -0.343591, 2.485544], [-1.346884, -1.738146, -1.553376], [-0.141352, -0.573327, -2.400928], [0.375766, -2.008715, -1.716662], [-1.814203, 1.901672, 0.534586], [-0.331208, 2.741526, 0.041993], [-1.399814, 1.975057, -1.040613], [2.339479, 2.042989, 0.344185]],
  "atomic_forces_ev_per_a": [[-0.79, 2.37, -0.10], [-1.66, 0.75, -1.02], [-1.29, 1.47, -2.10], [2.90, -0.15, 3.11], [0.68, 1.14, 0.15], [-0.40, -0.38, 0.84], [-0.41, 0.59, -0.21], [2.13, -1.18, 0.23], [-0.20, -1.98, 0.03], [1.15, -0.31, 0.18], [-0.37, 0.85, 0.21], [1.61, -2.32, -0.52], [0.03, 0.96, 1.04], [-1.64, -0.16, -0.76], [-0.77, 0.97, -1.81], [-1.03, 1.17, 0.95], [-0.01, -0.26, 0.70], [-0.38, -1.78, 0.14], [-0.09, -0.25, -1.15], [0.54, -1.49, 0.09]],
  "mulliken_charge": [-0.0816, 0.3030, -1.2491, -1.1535, -1.1505, -0.4433, -0.7263, 0.1677, 0.4250, 0.4616, 0.3549, 0.4113, 0.3489, 0.3963, 0.3511, 0.3051, 0.3601, 0.3061, 0.3541, 0.2592],
  "homo_lumo_gap_ha": 0.376,
  "homo_ev": -9.59,
  "multiplicity": 1,
  "lumo_ev": 0.639,
  "smiles": "C[Si](C)(C)c1ncn[nH]1",
  "e_above_lowest_ev": 1.739
}